DFT (ωB97M-V with the def2-TZVPD basis set) results for a molecular structure, C33H56BBr2HfN6O3Se3Si4Te2 in a non-equilibrium geometry.

Structure (XYZ):
```
111
Properties=species:S:1:pos:R:3:forces:R:3:lowdin_charge:R:1
Hf -0.383506 -0.465227 1.953677 1.75 -3.76 2.58 0.855
Se 2.047994 -0.602527 3.382577 -0.11 -0.32 -0.14 -0.014
Se 1.033794 1.375473 3.982377 0.61 0.88 -0.06 0.010
Te -1.849806 1.001973 6.621677 -0.16 -0.18 0.68 0.113
Se -1.107106 0.631673 4.282577 -0.42 1.28 0.52 -0.228
C -4.138906 1.651773 3.473777 0.22 0.12 0.15 -0.074
C -4.459306 0.411573 2.715077 0.33 -0.08 -0.10 -0.298
C -5.816006 0.046773 2.584777 -0.20 -0.38 -0.20 -0.009
C -6.158306 -1.083427 1.904877 -0.04 0.27 0.20 -0.033
C -5.149306 -1.845827 1.288777 0.35 0.02 0.04 -0.195
C -5.382106 -3.015327 0.544977 -0.04 -0.49 -0.30 -0.619
Br -7.157306 -3.692227 0.340777 0.10 0.03 0.00 0.726
C -4.355706 -3.709127 -0.042223 -0.65 0.10 0.19 -0.184
C -3.064106 -3.224327 0.070477 0.90 0.44 0.21 -0.584
Br -1.631706 -4.172927 -0.723123 -0.07 -0.06 -0.11 0.776
C -2.736206 -2.055927 0.758077 -0.73 -0.52 -0.32 -0.389
O -1.540606 -1.588127 0.764877 -0.19 0.10 -0.23 -0.356
C -3.811406 -1.387227 1.436877 -0.28 -0.20 -0.17 -0.138
N -3.485706 -0.305527 2.183377 -0.32 0.15 0.16 0.137
H -5.034806 2.257173 3.594577 -0.01 0.08 -0.01 0.079
H -3.366706 2.224473 2.960677 -0.02 0.02 0.03 0.075
H -3.753306 1.410973 4.471977 -0.12 0.11 -0.10 -0.033
H -6.570606 0.667973 3.043177 -0.05 0.04 0.04 0.109
H -7.188806 -1.398927 1.825677 -0.03 0.02 -0.02 0.072
H -4.536306 -4.617427 -0.593423 -0.07 -0.07 -0.05 0.091
C -1.658706 -4.899527 5.823177 0.08 -0.15 -0.03 -0.063
N -1.860806 -3.607827 5.216977 0.03 -0.09 0.22 -0.150
C -2.903706 -2.760427 5.762577 0.00 0.26 -0.13 -0.057
C -1.094006 -3.138227 4.200577 -0.14 0.73 -0.75 -0.402
N -1.412106 -2.122227 3.474277 -0.43 -0.14 0.05 0.018
N 0.089394 -3.808827 3.967277 0.15 -0.38 0.59 0.156
C 0.873794 -3.696427 2.837277 -0.20 0.53 -0.58 -0.547
N 1.906394 -4.601027 2.787877 0.18 -0.41 0.01 0.157
N 0.597294 -2.853827 1.921777 0.36 -0.32 -0.28 0.008
H -2.611306 -5.256227 6.213277 0.05 -0.03 -0.02 0.089
H -0.944506 -4.859127 6.653477 0.01 -0.07 0.05 0.093
H -1.313906 -5.623127 5.082577 -0.04 -0.03 0.06 0.089
H -3.136206 -3.083227 6.773177 0.01 -0.04 0.05 0.090
H -3.815106 -2.800827 5.160277 -0.11 -0.02 -0.02 0.095
H -2.562306 -1.722227 5.824477 -0.07 -0.11 0.06 -0.019
H -2.355706 -1.792427 3.679977 0.27 -0.15 0.06 0.028
H 0.409894 -4.427627 4.694777 0.00 0.15 -0.13 0.128
H 2.246794 -4.987727 3.653477 0.02 0.07 -0.05 0.094
H 2.626994 -4.399627 2.110777 -0.04 0.03 0.13 0.079
H 1.204794 -2.936027 1.105477 -0.07 0.02 0.16 0.015
C -1.232006 6.553373 -2.866723 -0.21 -0.17 -0.02 -0.069
C -2.431506 5.619273 -3.043923 -0.04 0.16 -0.09 -0.561
C -3.702606 6.395973 -2.669923 0.16 -0.06 -0.08 -0.049
C -2.499906 5.217773 -4.524123 0.02 0.09 0.17 -0.053
C -2.334806 4.372373 -2.175423 -0.05 -0.03 -0.05 -0.183
C -3.273406 3.356273 -2.354723 -0.04 0.08 -0.09 -0.049
C -3.270806 2.187573 -1.612023 0.14 -0.21 0.29 0.024
C -2.299406 2.064473 -0.643223 0.32 0.63 -0.15 -0.210
O -2.085906 1.073173 0.253677 -0.55 0.40 -0.16 0.029
B -1.008306 1.477673 1.088977 -0.41 1.59 -1.76 -0.784
O -0.568806 2.728573 0.613277 0.10 0.35 0.49 0.100
C -1.364506 3.079673 -0.430023 -0.57 -0.44 -0.17 -0.199
C -1.357506 4.230173 -1.192523 0.09 -0.15 0.23 0.065
H -1.325406 7.391873 -3.553823 0.00 0.11 -0.07 0.079
H -0.302906 6.034473 -3.086623 0.18 -0.03 0.01 0.085
H -1.188406 6.952773 -1.856723 0.07 0.04 0.13 0.081
H -3.790406 7.285873 -3.291023 -0.05 0.14 -0.08 0.078
H -3.666506 6.704973 -1.627523 -0.01 0.02 0.12 0.087
H -4.591306 5.787073 -2.814023 -0.11 -0.07 0.00 0.076
H -2.515506 6.106873 -5.151223 -0.01 0.13 -0.11 0.077
H -3.393606 4.640673 -4.741023 -0.08 -0.09 -0.05 0.069
H -1.632306 4.620373 -4.791223 0.11 -0.10 -0.07 0.090
H -4.050106 3.473573 -3.093523 -0.07 0.04 -0.15 0.100
H -3.999006 1.408473 -1.772523 -0.11 -0.09 -0.02 0.117
H -0.616506 4.987473 -1.004623 0.12 0.12 0.03 0.115
C 1.303294 -0.621427 -4.495623 0.44 -0.05 0.51 -0.223
Si 2.729394 -1.509727 -3.583623 -0.58 -0.62 -1.02 0.354
C 4.133794 -1.689327 -4.874923 -0.19 0.18 0.61 -0.218
C 2.098294 -3.278727 -3.215423 0.26 0.55 0.14 -0.217
Si 3.257294 -0.415127 -1.568023 0.21 0.14 0.46 0.028
Te 1.004994 -0.382427 -0.511823 0.39 -0.02 -1.20 0.647
Si 4.951594 -1.604927 -0.428823 0.83 -0.69 0.67 0.393
C 6.537894 -1.628127 -1.499623 -0.55 0.09 0.12 -0.217
C 5.509094 -0.976827 1.294677 -0.45 0.08 -0.54 -0.210
C 4.486994 -3.448327 -0.129023 -0.08 0.57 -0.24 -0.212
Si 3.999294 1.801373 -1.849223 0.23 1.24 -0.07 0.377
C 4.627194 2.579473 -0.212423 -0.25 -0.52 -0.37 -0.209
C 5.443694 1.971373 -3.095923 -0.41 -0.30 0.33 -0.219
C 2.591694 2.927673 -2.489323 0.28 -0.57 0.20 -0.215
H 0.919994 -1.191227 -5.337723 0.09 -0.25 -0.12 0.022
H 1.613994 0.349573 -4.867923 0.10 0.24 -0.07 0.012
H 0.484494 -0.458327 -3.803523 -0.21 0.06 0.17 -0.003
H 3.785094 -2.163027 -5.788223 -0.24 -0.10 -0.09 0.021
H 4.949994 -2.289227 -4.487423 0.22 -0.15 0.10 0.002
H 4.540594 -0.720527 -5.143623 0.11 0.25 -0.06 0.006
H 1.670894 -3.768527 -4.085723 -0.02 0.08 -0.30 0.024
H 1.325594 -3.238027 -2.455123 -0.19 0.05 0.22 -0.008
H 2.893394 -3.914527 -2.840323 0.22 -0.14 0.10 0.003
H 6.924694 -0.622227 -1.625723 0.08 0.25 -0.02 0.006
H 6.327094 -2.017427 -2.489823 -0.04 -0.09 -0.27 0.003
H 7.331194 -2.231927 -1.068423 0.06 -0.15 0.22 0.022
H 5.940994 0.016873 1.228677 0.07 0.23 -0.03 0.007
H 6.253194 -1.625227 1.755177 0.11 -0.23 -0.18 0.024
H 4.669494 -0.911927 1.981777 -0.20 0.06 0.08 -0.042
H 4.482794 -4.006627 -1.059023 -0.03 -0.13 -0.23 0.008
H 3.485594 -3.519027 0.285377 -0.28 0.03 0.06 -0.012
H 5.167794 -3.949827 0.554677 0.23 0.09 0.12 0.023
H 5.581894 2.153973 0.083377 0.19 -0.13 0.04 0.006
H 3.925194 2.389873 0.593277 -0.19 -0.07 0.19 0.024
H 4.758494 3.656673 -0.280623 -0.04 0.16 -0.23 0.022
H 6.315994 1.424473 -2.753723 0.21 -0.15 0.08 0.002
H 5.743894 3.005073 -3.241623 -0.07 0.25 0.08 0.021
H 5.168694 1.569273 -4.065123 -0.07 -0.11 -0.26 0.006
H 1.730894 2.856173 -1.832523 -0.21 -0.06 0.17 0.004
H 2.267894 2.615673 -3.477323 -0.09 -0.10 -0.24 0.012
H 2.875994 3.975073 -2.549623 0.26 0.13 0.05 0.023
```
Positions in Å, forces in eV/Å.

Values from the calculation:
HOMO level: -0.1507 Ha
ΔE to the lowest compared entry with this formula, charge and spin: 79.4 kcal/mol
Total energy: -15964.95490 a.u.
LUMO level: 1.866 eV
Multiplicity: 1
Orbital gap: 5.97 eV
Total charge: -1

DFT (ωB97M-V with the def2-TZVPD basis set) results for a gas-phase ion, C4H11N2S (charge +1) in a non-equilibrium geometry.

Structure (XYZ):
```
18
Properties=species:S:1:pos:R:3:forces:R:3:lowdin_spin:R:1
C -0.425337 0.939559 0.087147 1.27 -4.94 -0.19 0.284
C 2.039083 0.705141 -0.121220 -0.66 -0.12 -1.53 0.012
C 0.838748 -1.064559 0.806317 -2.26 -3.03 1.30 0.009
C -2.126808 -1.338233 -0.367191 -3.33 0.39 2.29 0.207
N 0.720280 0.224418 0.242663 -1.78 1.24 0.45 0.095
N -0.502730 2.124269 -0.364159 2.96 5.36 -1.72 0.187
S -2.167522 0.455401 0.234404 -1.09 -1.36 1.26 1.106
H 2.585275 0.721696 0.816073 0.77 0.57 -0.32 0.006
H 2.401776 -0.118751 -0.816774 0.19 1.29 0.80 0.003
H 1.923618 1.659624 -0.707303 0.76 -0.97 0.88 0.000
H 1.106557 -1.764525 0.018405 0.79 -0.13 -0.07 0.004
H 1.579403 -1.067469 1.639501 -0.60 -0.16 -0.60 0.002
H -0.155277 -1.622517 1.143619 1.92 1.93 -0.19 0.003
H -1.285895 -1.543234 -0.887344 3.00 -1.04 -1.20 0.009
H -2.978212 -1.484508 -1.034094 -0.19 0.50 -0.04 0.014
H -2.435828 -1.971831 0.542787 1.00 0.83 -1.14 0.031
H 0.305055 2.804754 -0.562852 -1.96 -1.62 0.50 0.006
H -1.422178 2.340773 -0.669984 -0.80 1.25 -0.47 0.024
```
Positions in Å, forces in eV/Å.

Values from the calculation:
HOMO level (alpha / beta): -0.3362 / -0.5101 Ha
ΔE to the lowest compared entry with this formula, charge and spin: 59.7 kcal/mol
Total energy: -666.24026 a.u.
LUMO level (alpha / beta): -3.147 / -7.696 eV
Multiplicity: 3
Orbital gap (alpha / beta): 6.00 / 6.18 eV
Total charge: +1

DFT (ωB97M-V with the def2-TZVPD basis set) results for 3 unconnected molecules or ions with the total composition C32H46FN5O10P in a non-equilibrium geometry.

Structure (XYZ):
```
95
Properties=species:S:1:pos:R:3:forces:R:3:lowdin_charge:R:1
C 2.026845 2.609098 -0.756918 -1.74 -5.68 2.97 0.040
C 1.672902 1.512807 -0.096174 1.22 4.39 -5.09 -0.078
C 1.092973 0.018593 0.185242 0.77 1.79 0.81 -0.080
C -0.534928 0.011246 0.432533 0.55 1.14 1.97 -0.410
O -0.643020 -1.036616 1.448886 -0.33 -0.77 -1.31 -0.037
O -1.028430 1.163162 1.133436 0.86 -2.30 -0.70 -0.248
P -2.703897 1.646165 0.832084 -0.64 1.22 -0.58 0.648
C -4.575363 1.919590 0.368618 -1.72 0.30 -0.63 -0.290
N -5.032291 0.872339 -0.651970 -1.29 0.92 0.58 -0.063
C -1.931922 2.951223 -0.318364 1.47 1.43 -1.92 -0.227
C -2.540897 3.150231 -1.783997 0.49 1.96 -0.56 -0.207
C -2.872039 4.747967 -1.990099 0.94 -1.38 -0.55 -0.251
O -3.969486 5.196651 -1.130454 1.51 0.36 -0.20 -0.134
C -2.613810 3.063434 2.160761 -0.93 3.62 3.92 -0.174
C -3.675710 4.274729 2.159943 4.35 -0.35 3.61 -0.044
C -3.417583 5.323769 3.297453 1.01 -1.41 -0.46 -0.092
C -2.271871 5.248044 4.355961 -1.14 -2.22 -3.20 -0.172
N -1.342098 4.155695 4.331555 -3.44 0.57 -2.73 -0.034
C -1.550232 3.162187 3.312415 -1.09 0.63 -0.56 -0.113
C -3.490627 0.356613 2.066957 -0.41 -2.93 1.66 -0.210
C -3.785956 -1.142759 1.593434 -1.61 -0.15 4.43 -0.013
C -4.451401 -2.158777 2.638833 1.36 5.05 0.73 -0.059
C -4.746288 -1.540480 4.075401 1.52 1.79 -3.26 -0.092
C -4.393608 -0.024361 4.306337 -0.11 -1.98 -1.48 -0.135
N -3.804841 0.908675 3.374239 -1.11 -5.56 -1.01 0.025
O -2.757169 0.560596 -0.575148 4.47 -3.15 -0.62 -0.287
C -1.491537 -0.095991 -0.901040 0.11 1.37 2.02 -0.303
N -0.682719 0.508255 -2.008112 -1.51 -3.29 -2.72 0.148
C -1.163800 0.223948 -3.220105 0.91 0.62 0.40 -0.288
C -0.099468 -0.311159 -4.345891 -1.43 0.93 0.42 -0.047
C -2.681452 0.395024 -3.724997 0.61 -0.54 -0.90 -0.044
C -1.537752 -1.664329 -1.318423 -5.59 -1.97 -2.01 -0.191
O -2.590752 -2.217216 -1.824150 5.04 2.83 2.59 0.051
N -0.372899 -2.623337 -1.101811 0.76 0.12 -1.45 0.123
C 0.227738 -3.046542 -2.382244 -1.05 -2.73 -2.72 -0.330
O -0.240648 -3.897429 -3.187782 2.67 4.21 4.00 0.087
F 1.523668 -2.446839 -2.700481 -3.35 -1.21 1.25 -0.002
H 2.312051 3.519969 -1.415337 -0.68 -2.12 1.92 0.041
H 1.413430 -0.760075 -0.604496 -0.55 1.75 0.93 0.100
H 1.606815 -0.321363 1.177746 -1.15 0.72 -1.67 0.116
H 0.005062 -1.764179 1.296881 -0.62 0.96 -0.16 0.085
H -4.786409 2.932334 -0.133470 0.42 -1.25 1.05 0.072
H -5.266709 1.775460 1.291598 1.36 0.73 -1.38 0.097
H -5.746634 0.249561 -0.244688 0.37 0.76 -0.57 0.057
H -5.360082 1.357256 -1.501246 -0.13 -0.61 0.83 0.052
H -0.819043 2.627748 -0.475569 -2.12 0.67 0.26 0.078
H -1.828682 4.020800 0.145046 -0.36 -1.99 -0.66 0.092
H -1.720225 2.923400 -2.585936 -1.45 0.32 1.35 0.099
H -3.468134 2.557821 -2.077944 1.22 0.68 0.73 0.081
H -3.141998 4.880113 -3.100595 0.03 0.15 1.67 0.104
H -1.883110 5.332930 -1.802093 -1.77 -0.84 -0.17 0.122
H -3.575341 5.680322 -0.366083 -0.37 -0.73 -0.88 0.077
H -4.507791 4.410281 1.392305 1.35 -0.30 1.34 0.071
H -4.123304 6.244264 3.338284 1.29 -1.71 0.01 0.067
H -2.157403 6.084581 5.151514 -0.15 -1.74 -1.54 0.084
H -0.787242 2.282082 3.377388 -1.58 1.82 -0.25 0.108
H -3.567254 -1.567324 0.555592 -0.27 1.18 1.67 0.072
H -4.649581 -3.247944 2.336288 0.25 1.87 0.68 0.069
H -5.214562 -2.187189 4.902292 0.86 1.28 -1.39 0.062
H -4.633923 0.388925 5.370111 0.53 -0.67 -2.18 0.091
H -0.310454 0.263608 -5.320126 0.65 -0.90 1.32 0.075
H -0.411842 -1.418354 -4.541690 0.63 1.87 0.42 0.088
H 0.981368 -0.221816 -3.961215 -1.85 -0.13 -0.69 0.082
H -3.486369 0.055970 -2.979490 1.39 0.70 -0.91 0.082
H -2.804593 1.518125 -4.017547 0.23 -1.97 0.77 0.088
H -2.791814 -0.193814 -4.728555 0.14 0.90 1.85 0.086
H -0.805455 -3.466640 -0.655565 0.33 0.87 -0.98 0.152
O 4.056167 -0.960503 2.592299 0.70 0.26 -0.98 0.081
C 4.951573 -0.538662 1.884412 -0.62 -0.39 0.44 -0.525
O 4.774336 -0.449085 0.553043 -0.47 0.02 0.13 -0.013
C 5.691596 0.192828 -0.347785 0.24 -0.08 -0.15 -0.223
C 6.802937 -0.752898 -0.754999 0.07 -0.25 0.08 -0.060
C 6.290019 -0.194003 2.468594 0.23 0.64 0.25 0.007
H 6.066144 1.128007 0.075113 -0.04 -0.09 0.10 0.114
H 5.111917 0.465200 -1.233688 -0.19 -0.10 0.30 0.124
H 7.402008 -1.065672 0.103437 0.03 0.11 -0.03 0.067
H 7.465835 -0.278777 -1.482946 -0.07 -0.01 0.04 0.082
H 6.386887 -1.662575 -1.197322 0.00 0.14 -0.03 0.071
H 6.879315 -1.106933 2.573953 -0.04 0.07 -0.02 0.096
H 6.133120 0.251680 3.453566 -0.06 -0.30 -0.06 0.094
H 6.847892 0.537400 1.888693 0.09 -0.16 -0.13 0.069
O 5.519322 -4.119985 -2.879078 -0.51 -0.16 1.14 0.086
C 4.809518 -4.511005 -1.972151 0.58 0.12 -0.78 -0.520
O 4.989590 -4.037743 -0.723961 0.21 0.44 -0.16 -0.010
C 4.104209 -4.294587 0.377603 -0.02 -0.16 0.23 -0.218
C 4.433137 -5.617373 1.039878 0.07 -0.22 -0.09 -0.065
C 3.785403 -5.581845 -2.208489 -0.67 0.10 -0.17 0.008
H 3.059373 -4.226989 0.065745 0.08 -0.05 -0.08 0.114
H 4.264636 -3.485491 1.095335 0.07 0.05 -0.30 0.116
H 4.301252 -6.456812 0.353383 -0.09 0.04 0.05 0.065
H 3.794348 -5.781126 1.911061 0.05 0.05 -0.05 0.083
H 5.478432 -5.634204 1.361051 -0.12 0.10 0.03 0.083
H 4.273975 -6.557421 -2.171036 -0.04 0.07 0.01 0.095
H 3.350729 -5.432226 -3.199462 0.27 -0.08 0.06 0.095
H 2.955928 -5.560260 -1.505576 0.10 -0.13 0.13 0.067
```
Positions in Å, forces in eV/Å.

Values from the calculation:
HOMO level: -0.1733 Ha
ΔE to the lowest compared entry with this formula, charge and spin: 178.5 kcal/mol
Total energy: -2713.78149 a.u.
LUMO level: 1.928 eV
Multiplicity: 1
Orbital gap: 6.65 eV
Total charge: -1

DFT (ωB97M-V with the def2-TZVPD basis set) results for a single CH4N2O4 molecule in a non-equilibrium geometry.

Structure (XYZ):
```
11
Properties=species:S:1:pos:R:3:forces:R:3:lowdin_charge:R:1
C 1.599119 0.516586 0.223732 0.13 0.01 -0.40 -0.056
O 0.375564 0.172251 0.858691 -1.27 -0.30 0.50 -0.098
N -0.662323 0.048586 -0.036351 0.91 1.51 -1.37 -0.145
O -1.721822 0.880072 0.248647 0.13 -0.38 0.85 0.064
N -1.064493 -1.301298 -0.253995 -0.11 0.31 0.44 -0.391
O -2.175043 -1.437919 -0.671565 -0.61 -0.21 -0.18 0.114
O -0.200035 -2.114464 -0.118648 0.47 -0.54 0.14 0.115
H 2.307861 0.608381 1.042476 0.00 0.01 -0.01 0.095
H 1.516915 1.467183 -0.307984 -0.03 -0.05 0.04 0.089
H 1.919823 -0.274277 -0.457050 -0.04 0.04 0.05 0.088
H -1.895566 1.434898 -0.527953 0.42 -0.41 -0.05 0.126
```
Positions in Å, forces in eV/Å.

Values from the calculation:
HOMO level: -0.3915 Ha
ΔE to the lowest compared entry with this formula, charge and spin: 101.1 kcal/mol
Total energy: -450.73580 a.u.
SMILES string: CON(O)[N+](=O)[O-]
LUMO level: 0.348 eV
Multiplicity: 1
Orbital gap: 11.00 eV
Total charge: 0